{"formula": "C5H8N2O", "method": "the ωB97M-V functional and the def2-TZVPD basis", "species": ["C", "C", "C", "C", "N", "N", "C", "O", "H", "H", "H", "H", "H", "H", "H", "H"], "positions_angstrom": [[1.879461, 0.879662, -0.702328], [1.147335, -0.062941, -0.133798], [1.618357, -1.342227, 0.455179], [-0.568599, 0.212231, 0.051536], [-0.921226, 1.336402, 0.664216], [-1.093241, -0.721527, -0.585084], [-2.784581, -0.475409, -0.419590], [-3.428877, 0.449974, 0.016485], [2.960339, 0.800241, -0.747985], [1.450591, 1.763537, -1.153147], [1.360223, -1.399619, 1.513613], [2.703750, -1.436543, 0.375286], [1.122875, -2.174107, -0.044467], [-0.224949, 2.040420, 0.846171], [-1.927213, 1.484411, 0.736872], [-3.294245, -1.354505, -0.872959]], "forces_ev_per_a": [[0.151, -0.032, 0.007], [-2.950, 1.533, 1.169], [0.067, 0.013, 0.077], [7.155, 0.238, -0.938], [-1.012, -0.052, 0.275], [-7.041, -0.388, 0.430], [1.797, -0.867, -1.024], [1.421, -0.801, -0.184], [-0.004, -0.163, -0.186], [-0.115, 0.119, 0.118], [-0.079, -0.003, 0.033], [-0.088, -0.055, -0.138], [0.077, -0.072, -0.005], [-0.184, -0.195, 0.126], [0.474, 0.500, 0.036], [0.330, 0.226, 0.204]], "e_homo_ev": -8.999, "smiles": "C=C(C)/C(N)=N/C=O", "gap_ev": 9.92}

{"formula": "C5H8N2O", "method": "the ωB97M-V functional and the def2-TZVPD basis", "species": ["C", "C", "C", "N", "C", "C", "N", "O", "H", "H", "H", "H", "H", "H", "H", "H"], "positions_angstrom": [[-1.257802, 1.575803, -1.810231], [-0.566156, 0.648616, -2.475090], [0.502067, -1.969428, 1.580928], [-0.124690, 0.100255, 0.027762], [1.026231, 0.537216, 0.070499], [0.302410, -0.487293, 1.595789], [0.033602, 0.148625, 2.639202], [2.114086, 0.836845, -0.300146], [-0.020549, 1.157260, 2.531044], [-2.195984, 1.362436, -1.317697], [-0.892079, 2.585295, -1.683221], [0.366110, 0.877847, -2.971967], [-0.908758, -0.370471, -2.589495], [0.390466, -2.364496, 2.590254], [-0.250412, -2.442004, 0.950331], [1.481457, -2.196507, 1.162038]], "forces_ev_per_a": [[0.244, -0.337, -0.612], [-0.563, 0.701, -0.354], [-0.013, 0.125, -0.314], [1.207, -0.515, 4.095], [1.617, 0.009, -3.740], [-2.545, -0.519, 0.061], [1.215, 0.129, -0.341], [-1.034, 0.221, 1.505], [-0.518, 0.035, -0.208], [-0.024, -0.150, -0.018], [0.100, 0.078, -0.143], [0.115, 0.116, 0.063], [-0.141, -0.003, 0.109], [0.259, 0.158, -0.041], [0.031, 0.116, -0.131], [0.050, -0.165, 0.070]], "e_homo_ev": -9.493, "gap_ev": 9.77}

{"formula": "C5H8N2O", "method": "the ωB97M-V functional and the def2-TZVPD basis", "species": ["H", "N", "C", "C", "N", "C", "C", "C", "O", "H", "H", "H", "H", "H", "H", "H"], "positions_angstrom": [[0.933487, 2.662997, -1.024619], [1.722672, 2.095827, -0.347332], [1.044817, 0.989739, 0.002322], [1.739882, -0.201335, 0.655667], [-0.232668, 0.772096, -0.661228], [-0.970061, -0.316804, -0.249274], [-0.490550, -1.479832, 0.258249], [-2.397366, -0.381376, -0.263035], [-2.913493, 0.659475, -0.743046], [2.883417, 0.099692, 0.308982], [1.552826, -0.996925, -0.262549], [1.476821, -0.431007, 1.709266], [-0.818702, 1.701181, -0.771916], [0.609084, -1.716453, 0.588282], [-1.229245, -2.216345, 0.770305], [-2.910922, -1.240931, 0.029927]], "forces_ev_per_a": [[2.972, -1.605, 2.225], [-4.670, -1.342, -0.591], [1.005, 2.997, -2.757], [3.486, 1.231, -4.906], [-0.731, 2.265, 1.377], [1.532, -2.979, 1.525], [0.639, -2.385, 2.813], [-0.519, 6.239, -3.200], [-0.459, -2.425, 1.282], [-2.515, -0.725, 2.169], [1.154, 1.885, 2.894], [0.503, -0.123, -1.023], [1.328, -2.789, 0.145], [-3.724, -0.185, -1.076], [1.009, 1.349, -1.482], [-1.009, -1.408, 0.606]], "e_homo_ev": -9.040, "smiles": "[H]/N=C(/C)NC(=C)C=O", "gap_ev": 8.94}

{"formula": "C5H8N2O2", "method": "the ωB97M-V functional and the def2-TZVPD basis", "species": ["C", "C", "C", "C", "C", "N", "N", "O", "O", "H", "H", "H", "H", "H", "H", "H", "H"], "positions_angstrom": [[0.421500, -1.040990, 0.470204], [-2.292216, -0.620562, -0.135423], [-1.366806, 0.515148, 0.049406], [1.693700, -0.693427, 0.969390], [-0.703369, 1.244228, -1.096532], [-0.206944, -1.990603, -0.016389], [-1.591278, -1.830658, -0.266375], [-3.500742, -0.521446, -0.045228], [-1.548974, 1.356788, 1.174468], [1.442227, -0.133284, 1.909022], [2.087347, 0.078177, 0.369056], [2.387624, -1.485103, 1.157782], [-0.227388, 2.215346, -0.820559], [-1.478430, 1.396181, -1.741882], [-0.071042, 0.569663, -1.536928], [-1.985643, -2.670214, -0.732644], [-2.270107, 1.061464, 1.619991]], "forces_ev_per_a": [[-5.079, 1.602, -1.284], [1.043, -0.487, 0.576], [3.615, 0.661, 2.785], [-0.073, 1.070, 2.059], [-0.371, 0.692, 2.795], [-0.151, -1.037, -0.314], [0.063, -0.616, -0.734], [0.069, -0.316, -0.362], [2.800, 0.402, -3.745], [0.586, -0.649, -0.340], [0.874, 0.768, -0.983], [0.461, -0.581, 0.021], [-0.349, -1.052, 0.022], [-2.022, 1.055, -2.272], [1.937, -1.273, -1.331], [0.113, 1.157, 0.765], [-3.518, -1.397, 2.341]], "e_homo_ev": [-7.502, -7.462], "gap_ev": [7.96, 7.82]}

Looking at energy relative to the best compared isomer or geometry (same formula, charge and spin) for the records above, in order, we have 2.6798; 3.3594; 4.8740; 5.4504 eV.